The following is a DFT calculation (the ωB97M-V functional and the def2-TZVPD basis) of a molecular structure, C23H49N2O2P3W at a distorted geometry.

```
80
Properties=species:S:1:pos:R:3:forces:R:3
W 0.19556 1.06079 -0.85372 -3.8 -3.4 -1.2
P 1.80194 -0.32955 0.31395 2.5 -1.5 2.3
P 1.80738 2.63114 -1.27974 2.7 2.6 0.1
P -1.40856 -1.03423 -0.68399 0.1 -1.5 -0.2
H -0.46046 2.56107 -1.34326 0.2 0.4 0.0
C -0.37987 0.39164 -2.76238 -0.7 0.1 0.2
C -1.01415 1.53845 -3.36884 -1.4 -0.7 -3.5
H -1.82654 2.05798 -2.90674 -0.5 0.1 -0.2
C 2.97453 -1.11909 -0.85161 -0.1 0.1 -0.5
C 2.88218 0.45441 1.57597 0.1 0.5 0.0
C 1.33600 -1.77353 1.34822 -0.7 -0.1 0.0
C 1.64067 4.17051 -2.22351 -0.4 -0.1 -0.7
C 1.03881 3.03146 0.39801 0.1 -0.1 0.0
C 3.63032 2.51209 -1.13332 0.2 -0.3 0.0
C -3.02998 -0.80442 -1.52101 0.0 0.6 -0.2
C -1.88252 -1.90994 0.84882 0.3 0.1 0.4
C -0.63335 -2.40815 -1.66316 0.2 0.1 0.0
H 0.70608 0.47172 -2.96700 0.6 -0.6 -0.4
H -0.40882 2.05974 -4.10572 -0.2 0.6 0.3
H 3.76966 -1.60501 -0.26073 -0.3 0.2 -0.1
H 3.43701 -0.39718 -1.53646 -0.1 -0.3 0.2
H 2.45734 -1.89028 -1.44208 0.2 0.2 0.2
H 3.62379 -0.29018 1.90702 -0.3 0.2 -0.2
H 2.28100 0.75605 2.44883 0.1 -0.2 -0.3
H 3.42525 1.32922 1.20608 -0.2 -0.3 0.2
H 2.25090 -2.18104 1.79685 -0.1 0.2 -0.2
H 0.87633 -2.56756 0.75467 0.1 0.2 0.2
H 0.65607 -1.47886 2.15800 0.1 0.0 -0.1
H 1.22577 4.96736 -1.59646 0.1 -0.1 -0.2
H 0.96528 3.98264 -3.06211 0.1 0.3 0.0
H 2.62458 4.45476 -2.61450 -0.4 0.0 0.1
H 1.75728 2.96035 1.23334 -0.5 -0.2 -0.4
H 0.15220 2.28767 0.57335 0.3 1.4 1.4
H 0.59006 4.04097 0.31738 0.0 -0.7 0.2
H 4.05451 3.41652 -1.58809 -0.1 -0.3 0.2
H 3.98256 1.64467 -1.70693 0.0 0.2 0.2
H 4.00146 2.43574 -0.10450 -0.1 0.1 -0.4
H -3.80884 -0.74426 -0.74621 0.3 0.1 -0.3
H -3.22981 -1.67765 -2.16200 0.1 0.2 0.3
H -3.06522 0.10162 -2.14436 -0.1 -0.3 0.2
H -2.97759 -1.99706 0.87683 0.4 0.0 0.0
H -1.53323 -1.38782 1.75563 -0.2 -0.3 -0.3
H -1.45368 -2.92159 0.82148 -0.1 0.3 0.1
H -1.42697 -3.13123 -1.89568 0.2 0.1 0.2
H 0.15582 -2.89483 -1.07692 -0.4 0.0 -0.1
H -0.17963 -2.09431 -2.61124 -0.2 -0.2 0.3
C -2.03354 -0.31570 -5.36545 0.7 0.5 0.5
C -0.77433 -1.00081 -5.47108 0.3 -0.6 0.2
C -0.76049 -2.27933 -6.00393 1.1 1.0 0.6
C -1.87115 -2.76713 -6.70100 -0.7 -0.4 -0.3
C -3.06706 -2.02989 -6.72080 -0.7 0.4 0.0
C -3.17707 -0.85900 -6.00944 -0.4 -0.4 -0.6
O -2.23713 0.74876 -4.66271 1.2 0.9 1.0
H -0.84337 -0.52034 -3.24803 0.7 0.8 1.4
H 0.13707 -0.51698 -5.09741 -0.4 -0.4 -0.3
H 0.14004 -2.88629 -5.90252 -0.2 0.2 -0.4
H -1.81702 -3.71056 -7.24800 0.0 0.2 0.2
H -3.93342 -2.38763 -7.27991 0.3 0.0 0.2
H -4.09051 -0.28099 -5.93008 -0.1 -0.2 -0.1
C -3.53779 0.25314 2.93062 -0.5 -0.4 0.3
N -2.90712 0.72291 4.12880 0.6 -0.6 -0.9
C -3.43085 1.92433 4.71173 -0.3 0.5 0.8
C -2.99149 2.03227 6.15800 -0.4 0.1 0.4
C -1.49299 1.90645 6.25417 -0.2 0.0 0.1
N -1.07114 0.68643 5.57962 0.2 0.0 -1.1
C 0.25304 0.18975 5.85186 0.2 -0.4 0.4
C -1.66464 0.19765 4.43515 0.3 -0.4 0.5
O -1.12736 -0.69397 3.74871 -0.6 1.0 0.1
H -4.56389 0.63371 2.91102 0.3 -0.1 -0.1
H -3.55941 -0.84198 2.91069 0.1 0.2 0.0
H -3.01494 0.59597 2.02259 0.2 0.1 -0.2
H -3.08551 2.81094 4.15655 0.0 -0.1 -0.1
H -4.52203 1.88165 4.63960 0.2 0.1 0.0
H -3.47589 1.24767 6.75762 0.1 0.2 -0.2
H -3.30117 3.00084 6.56106 0.0 -0.2 0.0
H -1.16204 1.82720 7.29420 -0.1 0.1 -0.2
H -1.00707 2.78894 5.80309 0.1 -0.2 0.1
H 1.01226 0.67014 5.21621 -0.1 0.0 0.1
H 0.48894 0.38362 6.90075 0.0 0.0 -0.2
H 0.27122 -0.88570 5.66003 0.1 0.2 0.1
```
Positions in Å, forces in eV/Å.

Calculated values
Energy relative to the best compared isomer or geometry (same formula, charge and spin) (kcal/mol): 76.43
⟨S²⟩: 2.06
Spin multiplicity: 3
Net charge: +4
HOMO (spin up / spin down) (eV): -17.9975 / -17.7010

Which charges does Löwdin predict for the atoms? In e, they are: number 1, W, carries 0.994; number 2, P, carries 0.706; number 3, P, carries 0.735; number 4, P, carries 0.788; number 5, H, carries 0.026; number 6, C, carries -0.458; number 7, C, carries -0.003; number 8, H, carries 0.092; number 9, C, carries -0.199; number 10, C, carries -0.217; number 11, C, carries -0.213; number 12, C, carries -0.183; number 13, C, carries -0.246; number 14, C, carries -0.187; number 15, C, carries -0.189; number 16, C, carries -0.233; number 17, C, carries -0.221; number 18, H, carries 0.080; number 19, H, carries 0.126; number 20, H, carries 0.093; number 21, H, carries 0.037; number 22, H, carries 0.059; number 23, H, carries 0.088; number 24, H, carries 0.067; number 25, H, carries 0.018; number 26, H, carries 0.088; number 27, H, carries 0.034; number 28, H, carries 0.044; number 29, H, carries 0.084; number 30, H, carries 0.052; number 31, H, carries 0.075; number 32, H, carries 0.080; number 33, H, carries -0.012; number 34, H, carries 0.092; number 35, H, carries 0.072; number 36, H, carries 0.055; number 37, H, carries 0.054; number 38, H, carries 0.068; number 39, H, carries 0.081; number 40, H, carries 0.043; number 41, H, carries 0.067; number 42, H, carries 0.004; number 43, H, carries 0.075; number 44, H, carries 0.083; number 45, H, carries 0.039; number 46, H, carries 0.032; number 47, C, carries -0.304; number 48, C, carries 0.008; number 49, C, carries -0.006; number 50, C, carries 0.044; number 51, C, carries 0.012; number 52, C, carries 0.070; number 53, O, carries 0.032; number 54, H, carries 0.057; number 55, H, carries 0.123; number 56, H, carries 0.137; number 57, H, carries 0.150; number 58, H, carries 0.147; number 59, H, carries 0.149; number 60, C, carries -0.019; number 61, N, carries -0.037; number 62, C, carries -0.134; number 63, C, carries -0.126; number 64, C, carries -0.125; number 65, N, carries -0.040; number 66, C, carries -0.005; number 67, C, carries -0.421; number 68, O, carries 0.013; number 69, H, carries 0.115; number 70, H, carries 0.107; number 71, H, carries 0.088; number 72, H, carries 0.149; number 73, H, carries 0.145; number 74, H, carries 0.145; number 75, H, carries 0.142; number 76, H, carries 0.146; number 77, H, carries 0.148; number 78, H, carries 0.103; number 79, H, carries 0.114; number 80, H, carries 0.107



The following is a DFT calculation (the ωB97M-V functional and the def2-TZVPD basis) of a molecular structure, C6H14N2 at a distorted geometry.

```
22
Properties=species:S:1:pos:R:3:forces:R:3
C 0.49726 -0.27469 -2.23608 -1.5 0.5 -0.6
C -0.70491 -0.58081 -1.28334 5.5 -1.2 2.5
C -1.13447 0.69089 -0.45062 -2.3 -0.9 -1.0
C -0.08562 1.46696 0.35015 0.7 0.7 -1.4
N 1.33233 -0.66505 3.12270 -1.4 0.3 -1.9
C 0.89779 0.40584 2.24501 3.7 1.6 -1.3
C 1.02690 0.59402 0.85321 -0.6 1.3 2.8
N -1.58641 -1.55890 -2.23178 0.1 4.7 2.0
H 0.03535 0.42835 -2.95272 0.6 0.1 -0.1
H 0.69549 -1.17125 -2.81924 0.3 0.0 0.2
H 1.40831 0.16881 -1.83939 -0.3 -0.1 0.3
H -0.28133 -1.16592 -0.47481 0.0 -0.7 0.1
H -1.90712 0.34125 0.24877 0.1 -0.1 0.0
H -1.68663 1.35070 -1.13447 0.1 0.3 0.2
H -0.59842 1.98876 1.16339 -0.1 -0.3 0.2
H 0.23990 2.28114 -0.31430 0.4 -0.2 0.1
H 1.70071 -1.43472 2.54742 0.0 0.1 -0.1
H 0.24331 -0.59731 2.62894 0.1 -2.2 2.1
H 0.86800 1.26525 2.91401 -2.1 0.2 -0.2
H 2.02045 0.71973 0.44285 0.0 -1.4 -0.5
H -2.33508 -1.79066 -1.56844 -0.2 0.0 -0.4
H -1.60986 -0.39606 -2.21418 -3.1 -2.5 -2.7
```
Positions in Å, forces in eV/Å.

Calculated values
Energy relative to the best compared isomer or geometry (same formula, charge and spin) (kcal/mol): 192.90
Spin multiplicity: 1
Net charge: 0
HOMO (eV): -8.0426

Which charges does Löwdin predict for the atoms? In e, they are: number 1, C, carries -0.075; number 2, C, carries -0.476; number 3, C, carries -0.186; number 4, C, carries -0.238; number 5, N, carries 0.055; number 6, C, carries -0.297; number 7, C, carries -0.123; number 8, N, carries 0.034; number 9, H, carries 0.081; number 10, H, carries 0.070; number 11, H, carries 0.062; number 12, H, carries 0.106; number 13, H, carries 0.109; number 14, H, carries 0.108; number 15, H, carries 0.108; number 16, H, carries 0.110; number 17, H, carries 0.066; number 18, H, carries 0.138; number 19, H, carries 0.132; number 20, H, carries 0.108; number 21, H, carries 0.033; number 22, H, carries 0.073



- Which formula does entry 2 have?
  C6H14N2



- The highest spin multiplicity belongs to which entry?
  C23H49N2O2P3W